38
Properties=species:S:1:pos:R:3 method="wB97M-V/def2-TZVPD" gap_ev=9.880 charge=-1 largest_force_ev_per_a=1.7
B 15.3575 19.1541 13.2911
H 15.3191 19.3812 14.4164
H 14.7264 18.2500 12.9818
H 15.0379 20.0997 12.7171
H 16.4640 18.9563 13.0511
O 16.9446 20.9919 11.2285
H 16.6228 20.4987 10.4617
H 16.3187 20.7552 11.9380
O 11.8409 18.6891 11.9275
H 12.2117 19.1808 11.1881
H 12.3954 18.9356 12.6799
O 16.7466 21.7455 14.3965
H 17.4492 21.3238 14.8953
H 16.2925 21.0124 13.9457
O 13.5126 22.8557 13.4486
H 14.0907 22.0883 13.3724
H 14.0612 23.6004 13.1835
O 17.8437 18.1263 15.9788
H 17.9203 19.0781 15.8702
H 18.5499 17.7618 15.4341
O 12.7692 19.9495 14.6412
H 13.7075 19.8149 14.4084
H 12.7803 20.1860 15.5721
O 19.4474 19.6409 11.8230
H 18.4913 19.8104 11.7337
H 19.7928 20.4469 12.2159
O 17.1720 17.1448 11.4707
H 17.6018 16.4598 11.9895
H 16.8382 17.7822 12.1318
O 12.8978 16.1026 14.9005
H 12.4893 16.2647 14.0434
H 13.8587 16.2477 14.7539
O 15.4919 16.8442 15.0068
H 15.3473 17.6680 14.4777
H 16.1063 17.1072 15.7046
O 15.0310 18.8857 10.4303
H 15.1727 18.9851 11.4030
H 15.5723 18.1247 10.1860